Entry one
A gas-phase ion, C8H14N3O3S (charge +1). Source: the Open Molecules 2025 dataset; level of theory: the ωB97M-V functional and the def2-TZVPD basis.

Positions of all 29 atoms, in Å:
S -1.749 1.333 0.134
O -0.544 2.084 0.470
O 2.599 -1.047 -0.594
O -2.806 1.341 1.083
N 1.444 0.634 0.064
N 4.215 1.172 1.310
N 1.301 -1.451 -0.589
C 3.982 0.891 -0.092
C 0.633 -0.430 -0.188
C -1.244 -0.401 -0.096
C -2.013 -1.400 -0.873
C -2.317 1.929 -1.468
C -1.937 -1.502 0.626
C -1.183 -2.627 1.281
C 2.669 0.196 -0.208
H -2.428 3.004 -1.376
H 4.743 0.193 -0.454
H -2.792 -1.155 1.196
H -1.566 1.694 -2.213
H -1.466 -2.130 -1.450
H 0.968 1.522 0.363
H 3.697 1.979 1.635
H -3.271 1.478 -1.706
H -2.923 -1.060 -1.345
H -0.820 -2.317 2.257
H 5.198 1.328 1.493
H -1.853 -3.472 1.424
H 3.971 1.774 -0.756
H -0.346 -2.944 0.665

Computed properties:
HOMO level in eV: -13.8
Orbital gap in eV: 10.31
Total charge: +1
SMILES: C[C@@H]1C[C@@]1(c1noc(CN)[nH+]1)S(C)(=O)=O
Lowest unoccupied orbital energy in Eh: -0.12965

Entry two
2 unconnected molecules or ions with the total composition C8H14N3O3S. Source: the Open Molecules 2025 dataset; level of theory: the ωB97M-V functional and the def2-TZVPD basis.

Positions of all 29 atoms, in Å:
S 1.218 1.126 -0.376
O 0.667 0.901 -1.674
O 0.327 1.621 0.642
O -3.274 -1.448 -0.100
N -1.992 -2.016 -0.187
N -1.838 0.139 0.010
N -3.690 2.126 0.381
C 2.136 -2.835 -0.630
C -4.243 0.808 0.159
C -3.129 -0.164 0.018
C 2.747 -1.526 -0.170
C 2.671 2.195 -0.481
C 2.607 -1.080 1.284
C 1.934 -0.392 0.206
C -1.161 -1.049 -0.122
H -3.356 2.258 1.325
H -4.918 0.446 0.955
H 2.016 -1.710 1.939
H 1.222 -3.043 -0.077
H 3.382 1.751 -1.166
H 3.667 -1.301 -0.707
H 2.849 -3.643 -0.477
H -4.346 2.860 0.154
H 3.088 2.326 0.509
H 1.896 -2.777 -1.689
H -4.819 0.807 -0.775
H 3.405 -0.576 1.818
H -1.393 1.051 0.101
H 2.327 3.148 -0.871

Computed properties:
HOMO level (alpha / beta) in eV: -12.6 / -13.7
Orbital gap (alpha / beta) in eV: 5.91 / 8.44
Total charge: +1
Lowest unoccupied orbital energy (alpha / beta) in Eh: -0.24725 / -0.19243

Verdict on stability: entry two comes out at the bottom.

Entry one
A gas-phase ion, C2H5N4O (charge +1). Source: the Open Molecules 2025 dataset; level of theory: the ωB97M-V functional and the def2-TZVPD basis.

Positions of all 12 atoms, in Å:
O 2.814 -0.518 0.109
N 2.263 0.509 0.029
N -0.830 -1.863 -0.049
N -1.206 1.030 0.155
N 0.086 -0.949 0.017
C 1.198 1.102 -0.213
C -0.074 0.328 -0.055
H 1.161 2.169 -0.348
H -0.483 -2.813 -0.035
H -1.923 0.659 0.763
H -1.775 -1.681 -0.377
H -1.232 2.027 0.004

Computed properties:
HOMO level (alpha / beta) in eV: -13.7 / -14.0
Orbital gap (alpha / beta) in eV: 6.78 / 9.22
Total charge: +1
SMILES: N/C(=C/N=O)N=[NH2+]
Lowest unoccupied orbital energy (alpha / beta) in Eh: -0.25510 / -0.17638

Entry two
A molecular structure, C2H5N4O. Source: the Open Molecules 2025 dataset; level of theory: the ωB97M-V functional and the def2-TZVPD basis.

Positions of all 12 atoms, in Å:
O -2.168 -1.395 -0.462
N -1.302 -0.854 0.314
N -0.293 0.592 -1.347
N -3.541 -0.336 0.168
N 0.596 0.044 0.777
C -0.362 -0.005 -0.137
C -4.361 0.319 0.626
H 0.640 0.866 -1.658
H 1.355 0.872 0.816
H -0.977 0.776 -1.961
H -0.929 -1.484 1.150
H 0.357 -0.413 1.725

Computed properties:
HOMO level (alpha / beta) in eV: -15.2 / -14.5
Orbital gap (alpha / beta) in eV: 8.67 / 7.40
Total charge: +1
Lowest unoccupied orbital energy (alpha / beta) in Eh: -0.24024 / -0.26065

Verdict on stability: entry two comes out at the bottom.

Entry one
A gas-phase ion, C3H8N2O2 (charge +1). Source: the Open Molecules 2025 dataset; level of theory: the ωB97M-V functional and the def2-TZVPD basis.

Positions of all 15 atoms, in Å:
O -2.136 0.707 0.712
O 1.843 -0.408 1.692
N -1.682 -0.481 -1.138
N 0.997 0.543 -0.974
C 0.572 -0.675 1.192
C 0.147 0.487 0.182
C -1.341 0.248 -0.085
H -1.028 -0.924 -1.753
H 0.640 -1.652 0.691
H -2.640 -0.479 -1.434
H 2.395 -0.049 0.976
H 0.226 1.435 0.737
H -0.267 -0.702 1.888
H 1.757 1.206 -0.835
H 0.516 0.745 -1.850

Computed properties:
HOMO level (alpha / beta) in eV: -15.7 / -15.0
Orbital gap (alpha / beta) in eV: 12.25 / 5.73
Total charge: +1
Lowest unoccupied orbital energy (alpha / beta) in Eh: -0.12811 / -0.34115
Multiplicity: 2

Entry two
3 unconnected molecules or ions with the total composition C3H8N2O2. Source: the Open Molecules 2025 dataset; level of theory: the ωB97M-V functional and the def2-TZVPD basis.

Positions of all 15 atoms, in Å:
O -2.324 -1.317 -0.219
O -2.076 1.478 0.209
N 1.865 -0.569 0.859
N 0.956 1.060 -0.472
C 0.756 -0.189 -1.020
C 1.762 0.819 0.553
C 1.371 -1.208 -0.279
H -2.606 -1.243 -1.062
H 2.187 -0.941 1.679
H 0.136 -0.271 -1.868
H 2.076 1.528 1.369
H 1.483 -2.241 -0.509
H -2.421 -0.365 0.101
H -2.039 2.293 0.698
H -1.125 1.167 -0.038

Computed properties:
HOMO level (alpha / beta) in eV: -14.8 / -14.6
Orbital gap (alpha / beta) in eV: 9.80 / 5.86
Total charge: +1
Lowest unoccupied orbital energy (alpha / beta) in Eh: -0.18258 / -0.32297
Multiplicity: 2

Verdict on stability: entry two comes out at the bottom.

Entry one
2 unconnected molecules or ions with the total composition C2H4ClFS. Source: the Open Molecules 2025 dataset; level of theory: the ωB97M-V functional and the def2-TZVPD basis.

Positions of all 9 atoms, in Å:
Cl 2.040 1.656 0.035
S -2.359 1.595 0.168
F 2.922 -0.359 1.318
C 1.524 -0.958 -0.438
C 2.138 -0.042 0.283
H -1.963 2.061 1.346
H -1.262 0.862 0.035
H 1.648 -2.001 -0.207
H 0.902 -0.689 -1.269

Computed properties:
HOMO level in eV: -9.8
Orbital gap in eV: 10.51
SMILES: C=C(F)Cl.S
Lowest unoccupied orbital energy in Eh: 0.02658

Entry two
C2H4ClFS in the gas phase. Source: the Open Molecules 2025 dataset; level of theory: the ωB97M-V functional and the def2-TZVPD basis.

Positions of all 9 atoms, in Å:
Cl 1.809 -0.561 1.337
S 0.192 1.117 -0.798
F -2.104 -0.061 -0.425
C -1.156 0.629 0.260
C 1.337 -0.545 -0.359
H 0.435 -1.204 -0.433
H -0.814 -0.083 1.035
H -1.694 1.528 0.507
H 1.995 -0.819 -1.125

Computed properties:
HOMO level in eV: -9.6
Orbital gap in eV: 10.16
SMILES: FCSCCl
Lowest unoccupied orbital energy in Eh: 0.01917

Verdict on stability: entry two comes out at the bottom.

Entry one
A gas-phase ion, C2H3INO2 (charge +1). Source: the Open Molecules 2025 dataset; level of theory: the ωB97M-V functional and the def2-TZVPD basis.

Positions of all 9 atoms, in Å:
I 3.673 2.276 1.021
O 0.696 2.333 0.596
O 2.699 -0.727 0.206
N 0.983 1.215 0.387
C 2.300 0.820 0.465
C 0.035 0.255 -0.056
H -0.793 0.141 0.690
H 0.490 -0.655 -0.273
H -0.593 0.612 -0.836

Computed properties:
HOMO level (alpha / beta) in eV: -15.3 / -15.3
Orbital gap (alpha / beta) in eV: 6.06 / 6.06
Total charge: +1
SMILES: C[N+](=O)C(=O)I
Lowest unoccupied orbital energy (alpha / beta) in Eh: -0.33994 / -0.33998

Entry two
A gas-phase ion, C2H3INO2 (charge +1). Source: the Open Molecules 2025 dataset; level of theory: the ωB97M-V functional and the def2-TZVPD basis.

Positions of all 9 atoms, in Å:
I -3.940 -0.569 -0.144
O -2.329 0.766 0.180
O 1.555 -0.681 0.879
N -0.037 0.540 -0.271
C 1.353 0.134 -0.169
C -1.152 0.547 0.008
H 1.902 1.009 -0.141
H 0.937 -1.382 0.738
H 1.711 -0.363 -1.080

Computed properties:
HOMO level in eV: -15.5
Orbital gap in eV: 7.92
Total charge: +1
SMILES: OC[N+]#COI
Lowest unoccupied orbital energy in Eh: -0.27831

Verdict on stability: entry one comes out at the bottom.

Entry one
A molecular structure, C3H4Cl2S. Source: the Open Molecules 2025 dataset; level of theory: the ωB97M-V functional and the def2-TZVPD basis.

Positions of all 10 atoms, in Å:
Cl 3.257 1.402 -0.430
Cl 1.619 -1.649 -0.197
S -0.527 -0.448 1.679
C -0.629 -0.171 -0.670
C 0.177 -0.890 0.135
C -1.564 0.325 0.353
H -0.725 0.011 -1.752
H -1.716 1.377 0.714
H -2.517 -0.266 0.246
H 2.625 0.309 -0.078

Computed properties:
HOMO level in eV: -8.9
Orbital gap in eV: 9.46
Lowest unoccupied orbital energy in Eh: 0.02177

Entry two
C3H4Cl2S in the gas phase. Source: the Open Molecules 2025 dataset; level of theory: the ωB97M-V functional and the def2-TZVPD basis.

Positions of all 10 atoms, in Å:
Cl -1.455 -1.328 -0.895
Cl 2.541 0.129 -0.154
S -1.493 2.363 0.024
C -0.265 -0.033 -0.522
C -1.014 0.857 0.378
C 0.954 -0.670 0.142
H 1.192 -1.659 -0.249
H 0.028 0.474 -1.430
H -1.269 0.532 1.416
H 0.782 -0.665 1.290

Computed properties:
HOMO level in eV: -9.2
Orbital gap in eV: 8.44
SMILES: S=C[C@H](Cl)CCl
Lowest unoccupied orbital energy in Eh: -0.02928

Verdict on stability: entry one comes out at the bottom.